[1]
Entry from OMol25: a structure of composition C18H37OP3RhS in a non-equilibrium geometry (ωB97M-V/def2-TZVPD).

Computed properties:
gap between HOMO and LUMO (spin up / spin down)	7.638 / 4.612	eV
ΔE to the lowest compared entry with this formula, charge and spin	13.6	kcal per mole
HOMO energy (spin up / spin down)	-15.9 / -17.7	eV
LUMO energy (spin up / spin down)	-8.22 / -13.05	eV
E_tot	-2314.92115	Ha
net charge	+3
strongest force on any atom	4.6	eV/Å
expectation value of S²	6.01
2S+1	5

Each line ends with the Löwdin charge.
CARTESIAN COORDINATES (ANGSTROEM)
Rh 0.03 0.19 1.40  0.416
S 1.46 -1.79 -0.72  0.853
P 2.37 0.85 1.23  0.782
P -0.72 1.83 2.67  0.671
P -2.16 -0.78 0.88  0.800
O 0.36 -1.70 3.65  0.173
C 0.45 2.46 3.90  -0.204
C 0.90 -1.34 -2.31  -0.601
C -1.12 3.18 1.54  -0.217
C 2.24 2.60 0.81  -0.234
C 3.56 0.25 -0.02  -0.289
C 0.25 -0.92 2.82  -0.389
C -0.87 -0.72 -4.34  -0.076
C 1.35 -2.30 -5.53  0.126
C -0.04 -2.30 -2.77  -0.175
C -2.20 1.51 3.65  -0.206
C 0.94 -0.04 -2.83  -0.071
C -2.26 -2.17 -0.31  -0.236
C -3.22 -1.33 2.28  -0.198
C -3.01 0.59 0.03  -0.239
C 0.14 0.22 -3.96  -0.037
C 3.28 0.61 2.79  -0.199
C 1.73 -3.44 -4.99  0.162
C -1.03 -1.99 -3.73  -0.064
H -1.42 -0.61 -5.31  0.141
H -2.62 -1.32 3.22  0.048
H -0.25 3.49 0.95  0.032
H 2.02 -1.58 -5.98  0.129
H -0.11 3.20 4.48  0.079
H -3.30 -2.48 -0.40  0.073
H 0.03 -3.30 -2.33  0.110
H 2.72 1.08 3.62  0.039
H -1.90 -2.70 -3.99  0.173
H -3.55 -2.35 2.03  0.074
H 1.52 2.76 0.01  0.052
H 0.26 -1.41 -0.14  -0.169
H 1.58 0.69 -2.28  0.106
H -1.48 4.02 2.14  0.081
H -3.08 1.33 3.02  0.040
H 0.31 -2.16 -5.79  0.089
H 1.95 3.17 1.69  0.026
H -3.33 1.35 0.75  0.038
H 0.98 -4.14 -4.67  0.097
H 1.33 2.91 3.43  0.035
H 3.86 -0.78 0.19  0.043
H 4.45 0.88 0.06  0.069
H -1.90 -1.86 -1.31  0.024
H 0.75 1.63 4.55  0.068
H 3.39 -0.48 2.95  0.078
H 0.22 1.19 -4.51  0.138
H -2.34 2.41 4.27  0.079
H 4.26 1.07 2.65  0.081
H 2.72 -3.84 -5.19  0.124
H -1.90 2.88 0.84  0.030
H -4.08 -0.64 2.35  0.072
H 3.22 2.94 0.48  0.076
H 3.19 0.33 -1.05  0.016
H -2.32 1.03 -0.71  0.054
H -2.01 0.64 4.29  0.065
H -3.89 0.18 -0.49  0.075
H -1.66 -3.02 0.05  0.071



[2]
Entry from OMol25: a structure of composition C18H38AlNO2Si3 (ωB97M-V/def2-TZVPD).

Computed properties:
gap between HOMO and LUMO	9.689	eV
ΔE to the lowest compared entry with this formula, charge and spin	13.8	kcal per mole
HOMO energy	-15.8	eV
LUMO energy	-6.12	eV
E_tot	-2024.49853	Ha
net charge	+2
strongest force on any atom	0.8	eV/Å
2S+1	1

Each line ends with the Löwdin charge.
CARTESIAN COORDINATES (ANGSTROEM)
Si -1.48 1.47 1.66  0.471
Si -0.03 -1.48 1.83  0.445
Si -2.22 -0.77 -0.22  0.695
Al 0.10 0.57 -0.87  0.036
O -1.02 0.77 -2.09  -0.199
O 1.11 2.02 -0.26  -0.025
N 1.58 -0.42 -1.75  0.108
C -1.73 1.20 -3.23  -0.078
C -1.80 2.86 0.43  -0.142
C 3.23 1.41 -2.00  -0.101
C 1.05 -2.65 0.85  -0.165
C -3.81 0.04 -0.56  -0.140
C -1.38 -2.49 2.62  -0.155
C 1.09 -0.72 3.12  -0.156
C -0.28 2.15 2.91  -0.160
C 1.17 -1.68 -2.04  -0.100
C 3.68 -0.94 -2.74  0.031
C 3.26 -2.24 -2.99  0.018
C -2.23 -2.46 -0.93  -0.147
C 1.97 -2.61 -2.66  -0.001
C 3.54 1.91 -0.59  -0.123
C -0.85 -0.13 0.71  -0.436
C 2.41 1.69 0.38  -0.119
C 2.82 -0.04 -2.14  -0.195
C -3.03 1.02 2.60  -0.144
H -2.07 -2.92 1.89  0.033
H -3.84 1.10 -0.32  0.028
H 1.40 -3.41 1.55  0.062
H -1.90 0.36 -3.91  0.097
H -1.23 2.79 -0.49  0.010
H -1.56 3.82 0.90  0.058
H -0.94 -3.32 3.18  0.058
H -3.93 1.00 1.99  0.034
H 4.67 -0.62 -3.03  0.136
H 2.43 2.02 -2.44  0.128
H 1.00 2.97 -0.41  0.170
H -2.70 1.62 -2.94  0.089
H -4.05 -0.09 -1.62  0.065
H 0.53 -3.17 0.05  0.018
H -1.44 -3.11 -0.55  0.028
H 1.45 0.28 2.87  0.006
H -2.85 2.92 0.14  0.046
H 0.72 2.37 2.53  0.021
H 3.93 -2.94 -3.47  0.136
H 4.42 1.40 -0.18  0.143
H 2.31 0.65 0.68  0.118
H 0.16 -1.93 -1.76  0.087
H -2.93 0.06 3.09  0.030
H -0.18 1.51 3.79  0.039
H 1.59 -3.60 -2.87  0.134
H 1.94 -2.17 0.44  0.037
H 2.50 2.29 1.28  0.136
H 0.58 -0.65 4.09  0.054
H -4.60 -0.46 0.01  0.074
H -2.15 -2.41 -2.03  0.066
H 1.96 -1.37 3.25  0.053
H 3.79 2.97 -0.65  0.135
H -0.72 3.09 3.25  0.060
H -3.19 -2.92 -0.71  0.070
H -3.20 1.76 3.39  0.059
H 4.10 1.58 -2.62  0.134
H -1.17 1.97 -3.77  0.097
H -1.97 -1.91 3.34  0.034



[3]
Entry from OMol25: a structure of composition C18H38AsF6N3O10S3 in a non-equilibrium geometry (ωB97M-V/def2-TZVPD).

Computed properties:
gap between HOMO and LUMO	5.832	eV
ΔE to the lowest compared entry with this formula, charge and spin	4.5	kcal per mole
HOMO energy	-6.3	eV
LUMO energy	-0.42	eV
E_tot	-5654.83618	Ha
strongest force on any atom	2.9	eV/Å
2S+1	1

Each line ends with the Löwdin charge.
CARTESIAN COORDINATES (ANGSTROEM)
As -0.52 -0.63 -0.50  0.779
S 0.17 -0.22 4.77  0.689
S 2.87 -2.81 -4.43  0.686
S 2.04 2.85 -0.08  0.705
F -0.04 -2.24 -0.23  -0.204
F -2.03 -1.14 -1.24  -0.269
F 0.95 0.01 0.15  -0.225
F -1.25 -0.58 1.06  -0.226
F 0.10 -0.55 -2.12  -0.222
F -1.15 1.02 -0.73  -0.249
O -0.61 0.81 4.11  -0.332
O -5.87 -1.68 -0.83  -0.051
O -8.16 -0.33 -1.57  0.014
O -5.89 3.63 -0.98  0.011
O 1.76 -3.03 -5.32  -0.343
O 0.90 2.68 0.81  -0.343
O 4.03 -2.12 -4.91  -0.316
O -0.44 -0.92 5.86  -0.307
O -3.57 2.25 -0.36  -0.150
O 1.94 2.86 -1.50  -0.300
N -3.93 -2.89 -2.05  0.280
N -3.00 1.95 -2.46  0.240
N -1.55 1.93 1.60  0.247
C 4.36 2.38 1.25  -0.200
C -4.62 0.27 -0.76  -0.011
C 2.40 -1.30 3.69  -0.205
C 1.79 0.49 5.20  -0.219
C -4.64 1.66 -0.76  -0.370
C 0.89 -1.38 3.57  -0.215
C 2.74 0.14 4.09  -0.216
C -7.15 0.34 -1.44  -0.401
C -7.04 1.76 -1.56  0.000
C 2.34 -2.12 -2.81  -0.234
C 3.07 -4.45 -2.23  -0.197
C 3.00 4.29 0.49  -0.213
C -5.85 -0.43 -1.00  -0.287
C 3.36 1.67 0.31  -0.212
C 3.00 -2.99 -1.78  -0.260
C 3.21 -4.51 -3.76  -0.193
C -5.84 2.43 -1.24  -0.442
C 3.83 3.77 1.63  -0.219
H 4.65 4.47 1.81  0.119
H -2.81 1.67 -1.47  0.026
H 2.90 -1.72 2.83  0.116
H -2.20 2.15 0.82  0.089
H -7.92 2.38 -1.48  0.107
H 2.06 -0.11 6.08  0.108
H -2.10 2.07 -2.92  0.142
H -0.54 2.14 1.43  0.058
H 4.56 1.81 2.16  0.095
H -3.41 2.85 -2.14  0.144
H -3.63 1.27 -2.86  0.137
H 2.10 -4.84 -1.92  0.113
H 3.86 1.41 -0.62  0.104
H 3.78 0.23 4.41  0.119
H -4.42 -2.70 -1.14  0.109
H 1.28 -2.34 -2.82  0.081
H 2.52 -1.05 -2.82  0.102
H 3.00 0.70 0.64  0.077
H -4.55 -2.61 -2.81  0.146
H -3.56 -3.83 -2.11  0.143
H -3.20 -2.17 -1.97  0.087
H 2.65 -2.00 4.49  0.121
H 5.34 2.48 0.78  0.114
H 2.29 5.09 0.64  0.112
H 1.64 1.50 5.58  0.109
H 3.22 3.68 2.53  0.116
H 3.88 -4.89 -1.64  0.113
H 0.43 -2.35 3.72  0.113
H 4.24 -4.72 -4.02  0.098
H -1.80 2.22 2.54  0.128
H 0.49 -0.93 2.65  0.066
H -3.78 -0.34 -0.46  0.082
H 2.49 -5.20 -4.17  0.093
H -1.63 0.90 1.65  0.067
H 2.47 -2.85 -0.82  0.099
H 3.88 -2.48 -1.35  0.115
H 2.63 0.80 3.22  0.098
H 3.57 4.47 -0.43  0.111



[4]
Entry from OMol25: a cluster of 5 separate species, C18H38BF4N6O2 in total in a non-equilibrium geometry (ωB97M-V/def2-TZVPD).

Computed properties:
gap between HOMO and LUMO	10.396	eV
HOMO energy	-16.8	eV
LUMO energy	-6.40	eV
E_tot	-1611.32592	Ha
net charge	+3
strongest force on any atom	3.7	eV/Å
2S+1	1

Each line ends with the Löwdin charge.
CARTESIAN COORDINATES (ANGSTROEM)
F 0.85 -0.28 1.46  0.135
F 0.95 1.94 1.51  0.080
F -0.69 0.94 0.36  0.133
F -0.75 0.87 2.64  0.126
O 4.53 2.50 -0.08  0.198
O -4.18 -0.53 4.81  0.206
N -4.62 2.64 -0.95  -0.015
N 4.66 -3.95 -2.83  -0.027
N -2.92 -2.44 5.02  0.089
N 5.00 -1.81 -3.11  -0.069
N -4.63 0.70 -1.94  -0.098
N 2.66 3.67 0.71  0.111
C -4.03 1.85 -1.79  -0.074
C -5.79 0.74 -1.19  -0.011
C 3.89 2.05 2.18  0.040
C 4.87 -5.42 -2.94  -0.142
C -5.06 4.96 -1.54  -0.071
C -4.15 -0.50 -2.62  0.049
C 3.82 2.63 0.82  -0.406
C 2.49 4.16 -0.73  0.029
C 3.90 -1.94 -2.29  -0.015
C -1.68 -1.93 4.32  0.042
C -4.31 4.06 -0.53  -0.115
C -5.83 1.92 -0.59  0.031
C 3.67 -3.26 -2.13  0.009
C -3.77 -1.29 5.60  -0.394
C -4.20 -1.43 7.04  0.041
C 3.84 -6.01 -3.91  -0.047
C 5.44 -3.03 -3.41  0.001
C 5.58 -0.49 -3.52  0.058
B 0.05 0.84 1.50  -1.323
H 3.95 -7.09 -3.98  0.083
H -4.85 -0.55 7.19  0.120
H -4.87 4.76 -2.61  0.086
H -2.08 -1.17 3.67  0.086
H -6.57 2.34 0.02  0.124
H -3.40 -1.37 7.78  0.107
H 3.37 1.10 2.01  0.106
H -2.65 -3.09 5.74  0.165
H -4.16 -1.23 -1.84  0.097
H 2.96 -3.78 -1.53  0.135
H -4.70 -0.67 -3.57  0.121
H 2.82 -5.73 -3.56  0.091
H 3.25 4.89 -0.97  0.107
H -3.46 -3.05 4.39  0.192
H 6.27 -3.21 -4.04  0.167
H 4.94 1.87 2.43  0.109
H -6.15 4.92 -1.29  0.095
H 5.32 0.30 -2.83  0.092
H -4.71 4.22 0.45  0.116
H 2.93 4.53 1.20  0.183
H -3.15 -0.13 -2.87  0.104
H -4.70 -2.40 7.16  0.112
H -6.45 -0.12 -1.13  0.149
H -3.04 2.13 -2.14  0.179
H 5.26 -0.27 -4.53  0.103
H -1.29 -2.74 3.69  0.112
H 5.89 -5.54 -3.20  0.120
H 2.81 3.38 -1.39  0.080
H 3.40 2.61 3.00  0.119
H -3.20 4.18 -0.64  0.137
H 1.52 4.60 -0.93  0.103
H -0.87 -1.70 4.98  0.107
H 4.78 -5.87 -1.98  0.118
H 4.10 -5.72 -4.93  0.090
H -4.71 6.00 -1.37  0.094
H 3.34 -1.12 -1.90  0.134
H 6.65 -0.63 -3.50  0.100
H 1.90 3.19 1.13  0.083



[5]
Entry from OMol25: a cluster of 6 separate species, C18H38Cl6N2O8P2 in total in a non-equilibrium geometry (ωB97M-V/def2-TZVPD).

Computed properties:
gap between HOMO and LUMO	10.668	eV
HOMO energy	-10.4	eV
LUMO energy	0.24	eV
E_tot	-4864.13533	Ha
strongest force on any atom	3.1	eV/Å
2S+1	1

Each line ends with the Löwdin charge.
CARTESIAN COORDINATES (ANGSTROEM)
Cl -1.30 3.80 3.93  0.540
Cl -3.50 1.95 4.15  0.564
Cl -1.68 -1.40 -0.56  0.622
Cl -3.00 3.33 1.68  0.559
Cl -3.99 0.16 0.35  0.554
Cl -1.86 1.44 -1.11  0.562
P 0.15 -1.12 3.10  0.297
P 1.50 -0.73 -3.44  0.279
O 0.19 -2.65 3.38  -0.182
O 0.18 -1.54 -3.52  -0.182
O 2.14 -0.28 -4.68  -0.219
O 1.23 -1.03 1.97  -0.194
O 2.40 -1.73 -2.62  -0.162
O -1.14 -0.57 2.71  -0.234
O 1.12 0.43 -2.48  -0.209
O 0.74 -0.68 4.46  -0.161
N 0.31 2.11 1.37  0.199
N -5.46 3.27 -5.90  0.138
C 0.07 -4.92 2.97  -0.081
C -0.54 -3.60 2.52  -0.222
C -2.27 2.58 3.09  -1.580
C 0.24 0.60 5.02  -0.271
C 2.66 -0.97 2.22  -0.207
C -0.92 -0.91 -4.30  -0.234
C 1.29 2.66 -3.40  -0.053
C -2.26 0.14 0.05  -1.518
C 2.22 -3.47 -1.00  -0.069
C 2.11 -1.99 -1.20  -0.258
C 1.10 1.05 6.12  -0.081
C -0.04 4.25 -0.03  -0.067
C 3.17 0.29 1.46  -0.060
C -1.95 -1.97 -4.49  -0.078
C -4.76 2.62 -5.32  -0.302
C -3.84 1.90 -4.48  -0.078
C 1.77 1.68 -2.34  -0.270
C 0.15 3.05 0.75  -0.347
H 1.16 -4.98 2.81  0.080
H -0.34 -5.76 2.35  0.088
H 3.25 -3.82 -1.22  0.094
H 3.10 -1.87 1.82  0.105
H 2.83 1.54 -2.25  0.121
H 2.83 0.21 0.43  0.042
H 0.24 1.36 4.19  0.085
H -1.66 1.73 2.77  -0.044
H 2.93 -1.53 -0.64  0.101
H -0.21 -5.06 4.01  0.076
H 0.24 5.13 0.59  0.106
H 1.13 -1.59 -0.92  0.081
H -1.60 -3.53 2.68  0.115
H 0.21 2.56 -3.33  0.062
H -2.36 -2.30 -3.54  0.063
H 4.27 0.28 1.44  0.085
H 0.62 1.86 6.70  0.092
H 1.44 1.93 -1.32  0.089
H -0.30 -3.46 1.46  0.093
H 0.73 4.21 -0.80  0.068
H 2.83 1.19 1.93  0.051
H -3.98 0.83 -4.64  0.076
H 1.25 0.16 6.79  0.103
H 2.86 -0.91 3.30  0.116
H -2.78 -1.49 -5.01  0.068
H -0.51 -0.65 -5.29  0.122
H -1.02 4.29 -0.50  0.063
H -0.82 0.47 5.29  0.118
H -3.92 2.14 -3.43  0.062
H 1.51 -3.96 -1.66  0.078
H -1.54 -2.79 -5.10  0.096
H 2.04 1.44 5.72  0.084
H 1.62 2.29 -4.37  0.076
H -1.81 0.29 1.02  -0.050
H 1.65 3.68 -3.17  0.083
H -1.30 -0.01 -3.78  0.091
H -2.82 2.15 -4.81  0.084
H 1.99 -3.74 0.07  0.083



[6]
Entry from OMol25: a cluster of 4 separate species, C18H38ClN4O4P in total in a non-equilibrium geometry (ωB97M-V/def2-TZVPD).

Computed properties:
gap between HOMO and LUMO	8.469	eV
HOMO energy	-7.8	eV
LUMO energy	0.66	eV
E_tot	-2030.13198	Ha
strongest force on any atom	2.9	eV/Å
2S+1	1

Each line ends with the Löwdin charge.
CARTESIAN COORDINATES (ANGSTROEM)
Cl -1.23 -1.65 -3.75  0.488
P 0.24 -3.33 0.06  0.997
O 0.20 -6.13 5.69  -0.142
O 3.10 -4.94 -0.17  0.150
O -1.58 6.44 -2.41  -0.163
O 0.87 1.66 -1.46  -0.172
N 0.98 -4.73 0.88  -0.092
N -1.88 -0.24 1.58  0.060
N 0.57 -0.57 1.85  0.069
N -0.49 -0.67 -0.29  0.049
C -0.98 -2.50 1.25  -0.271
C 1.82 2.73 -1.37  -0.199
C -1.35 7.19 -3.62  -0.205
C -0.19 3.66 -2.20  -0.175
C -2.05 8.52 -3.45  -0.175
C 1.32 3.84 -2.27  -0.169
C 0.04 -3.93 -2.69  -0.324
C -0.82 -3.94 -1.38  -0.363
C -0.67 -0.96 1.15  -0.719
C 2.12 -5.99 4.32  -0.189
C 2.07 -4.99 0.36  -0.463
C 0.66 -6.37 4.35  -0.212
C 1.33 -5.89 6.54  -0.207
C -0.31 2.14 -2.13  -0.199
C -1.96 8.74 -1.95  -0.175
C 2.56 -6.29 5.74  -0.177
C 0.31 -2.47 -3.18  -0.570
C -2.13 7.32 -1.42  -0.201
H 2.69 -6.54 3.57  0.111
H -1.62 7.16 -0.47  0.117
H -1.72 6.62 -4.47  0.118
H 0.83 -1.87 -2.41  0.048
H -2.36 -0.73 2.34  0.069
H -0.51 -4.53 -3.45  0.106
H -0.97 9.12 -1.68  0.115
H -0.33 1.70 -3.13  0.117
H 1.35 -4.82 6.78  0.115
H 1.87 3.06 -0.33  0.116
H 0.52 -7.44 4.14  0.118
H -1.99 -2.63 0.81  0.081
H 2.81 2.37 -1.66  0.118
H -3.19 7.07 -1.29  0.118
H 1.65 4.83 -1.96  0.114
H 1.66 3.68 -3.30  0.117
H 1.05 -4.40 -2.54  0.103
H -0.57 4.10 -1.28  0.114
H 3.46 -5.76 6.05  0.112
H 0.06 -5.80 3.64  0.103
H 2.75 -7.37 5.86  0.114
H 2.23 -4.92 4.11  0.114
H 0.50 -0.53 -0.47  0.049
H -2.71 9.43 -1.55  0.113
H -1.20 1.82 -1.58  0.106
H -1.70 -3.27 -1.45  0.060
H -1.65 0.71 1.86  0.073
H -1.04 0.14 -0.56  0.046
H -1.60 9.32 -4.03  0.114
H -1.19 -4.97 -1.14  0.081
H -0.90 -2.90 2.29  0.080
H -0.73 4.09 -3.04  0.106
H 1.22 -6.46 7.46  0.115
H 0.81 0.37 1.53  0.071
H -0.27 7.32 -3.73  0.118
H 0.43 -0.48 2.86  0.075
H -3.10 8.44 -3.75  0.116
H 0.95 -2.53 -4.09  0.070



[7]
Entry from OMol25: a structure of composition C18H38CuOP2 in a non-equilibrium geometry (ωB97M-V/def2-TZVPD).

Computed properties:
gap between HOMO and LUMO (spin up / spin down)	5.734 / 3.995	eV
ΔE to the lowest compared entry with this formula, charge and spin	30.5	kcal per mole
HOMO energy (spin up / spin down)	-6.0 / -6.0	eV
LUMO energy (spin up / spin down)	-0.31 / -2.04	eV
E_tot	-3106.69839	Ha
strongest force on any atom	3.7	eV/Å
expectation value of S²	0.78
2S+1	2

Each line ends with the Löwdin charge.
CARTESIAN COORDINATES (ANGSTROEM)
Cu 2.86 0.58 1.20  0.254
P 0.90 1.50 -1.05  0.953
P 0.49 -1.89 -1.46  1.015
O 1.63 1.61 2.36  -0.369
C -0.78 -0.76 0.65  -0.258
C 3.20 -1.16 1.71  -0.250
C 2.10 2.48 -0.17  -0.303
C -0.02 2.55 3.61  -0.095
C -3.91 -0.14 -1.28  -0.195
C -2.51 -2.14 -0.64  -0.074
C -1.50 0.60 0.52  -0.229
C -2.69 0.57 -1.75  -0.131
C 0.67 1.23 3.31  -0.603
C -0.29 -3.27 -2.41  -0.239
C -3.70 -1.33 -0.33  -0.183
C 0.16 2.81 -2.20  -0.273
C 1.24 0.68 4.61  -0.073
C 2.19 -2.45 -1.20  -0.205
C -1.23 -2.00 -0.09  -0.249
C 0.39 -0.63 -2.79  -0.344
C 1.41 0.50 -2.54  -0.397
C -2.00 1.23 -0.76  -0.139
H 0.57 -1.17 -3.74  0.089
H 2.51 -3.01 -2.09  0.070
H 4.07 -1.31 2.38  -0.021
H -3.59 -0.98 0.70  0.113
H -2.31 0.52 1.25  0.112
H 2.41 0.08 -2.36  0.067
H -0.80 1.35 0.92  0.069
H 2.46 3.29 -0.80  0.052
H -0.13 3.74 -1.67  0.047
H -4.59 -1.98 -0.43  0.124
H -4.50 -0.46 -2.12  0.101
H -2.78 -3.05 -1.22  0.116
H 2.23 -1.24 2.30  -0.019
H 1.60 2.86 0.74  0.046
H -0.07 0.52 2.89  0.093
H -4.51 0.60 -0.72  0.123
H -1.80 2.30 -0.81  0.092
H -0.81 -1.05 1.71  0.112
H -0.46 2.98 2.70  0.060
H 2.25 -3.13 -0.34  0.058
H -2.59 0.76 -2.81  0.090
H 1.73 -0.30 4.48  0.063
H -1.35 -3.05 -2.59  0.034
H 1.95 1.45 4.97  0.084
H 3.09 -1.99 1.02  -0.105
H 2.98 1.83 0.10  -0.020
H -0.78 2.49 4.40  0.068
H 0.20 -3.38 -3.39  0.052
H 0.45 0.57 5.37  0.069
H -0.80 -2.96 0.31  0.136
H 1.43 1.12 -3.44  0.067
H 2.87 -1.62 -1.02  0.028
H 0.31 -0.66 0.50  0.035
H -0.65 -0.26 -2.88  0.070
H 0.93 3.09 -2.94  0.037
H -0.22 -4.21 -1.85  0.062
H -0.73 2.48 -2.77  0.034
H 0.78 3.22 3.94  0.080